This record from OMol25 describes 2 unconnected molecules or ions with the total composition C4H12N2O2. The level of theory is the ωB97M-V functional and the def2-TZVPD basis.

```
20
Properties=species:S:1:pos:R:3:forces:R:3:nbo_charge:R:1
C 0.1862 -0.2470 1.6610 -1.5 -3.6 -1.3 0.5150
H 1.6486 -1.6524 -0.6164 0.0 0.0 0.1 0.1834
H -0.2416 -0.6594 -2.1662 0.9 0.6 0.0 0.1678
O -0.6428 -0.4984 2.5241 1.0 1.4 0.3 -0.6171
H 1.2091 0.0540 1.7256 0.8 1.3 0.9 0.1226
H 0.1812 1.7690 -1.6538 -0.2 -0.6 0.5 0.3673
C 0.7895 -0.2410 -1.9686 -1.0 -0.3 0.3 -0.2266
H -1.9592 -1.0843 0.8537 0.2 0.1 -0.5 0.2567
N 0.9140 1.1983 -2.0587 0.1 1.4 -0.9 -0.8628
C -1.2345 -1.3950 0.0903 -0.2 -1.5 -0.5 -0.4288
C 1.1593 -0.6715 -0.5234 1.0 -0.5 -0.9 -0.2208
H 1.0037 1.6196 -2.9857 0.2 -0.8 0.1 0.3662
H -1.1499 -2.5141 0.1659 -0.1 0.8 0.0 0.1910
H -1.5819 -1.1893 -0.9419 0.1 0.2 0.8 0.1968
O -1.4124 2.2301 2.4664 -0.1 0.4 -0.2 -0.9438
H -0.6420 1.8071 2.8551 -0.2 -0.1 0.2 0.4768
H 1.9585 0.0344 -0.1149 -1.3 -0.8 -0.5 0.2225
N 0.0390 -0.7977 0.3973 0.3 2.1 0.7 -0.4365
H -1.6355 2.9769 3.0311 0.1 -0.1 0.0 0.4664
H 1.4106 -0.7393 -2.7410 0.0 0.5 0.7 0.2040
```
Forces are in eV/Å.

SMILES = CN(C=O)CCN.O
Gap between HOMO and LUMO = 9.75 eV
2S+1 = 1
HOMO energy = -8.87 eV
Lowest unoccupied orbital energy = 0.9 eV
Energy relative to the best compared isomer or geometry (same formula, charge and spin) = 50.4 kcal/mol

=====

This record from OMol25 describes a molecular structure, C4H12N2O2. The level of theory is the ωB97M-V functional and the def2-TZVPD basis.

```
20
Properties=species:S:1:pos:R:3:forces:R:3:nbo_charge:R:1
H -3.6104 0.7850 -0.8054 0.0 0.1 0.1 0.1656
H 1.1951 1.3523 1.5756 -0.1 0.1 0.0 0.2309
H -0.5445 -0.3823 -1.6701 -0.1 0.0 0.2 0.2180
H 0.8054 -0.3505 1.8192 0.0 0.0 -0.1 0.1688
H 0.1448 -1.9464 0.7627 -0.2 0.3 0.0 0.3900
H 2.9530 -0.0207 0.5192 0.0 0.0 -0.1 0.1542
H -2.1164 1.5480 -1.3356 0.2 -0.1 0.1 0.1626
H -2.7816 1.9621 0.2390 0.0 -0.1 0.0 0.1619
O -1.9511 0.0643 0.1514 0.4 -1.0 -0.5 -0.6764
C -0.3595 -0.5062 -0.6088 -3.2 0.5 1.0 0.4443
H 3.4218 -0.2200 -1.1742 -0.1 0.1 0.0 0.1988
C 0.4154 0.6028 1.4460 0.2 -0.2 0.0 -0.4565
C -2.6265 1.1289 -0.4569 -0.2 -0.1 -0.2 -0.2511
H -0.4640 0.8747 2.0262 0.0 0.0 -0.1 0.2525
H -0.8053 -2.4861 -0.5023 0.1 0.2 -0.3 0.4099
N -0.1671 -1.7764 -0.1800 0.4 -0.1 0.2 -0.8098
O 1.5390 0.4620 -0.9469 -0.7 0.6 0.8 -0.5539
N 0.0278 0.6390 0.0505 3.3 -0.3 -1.5 -0.0939
H 2.3381 -1.4022 -0.4380 0.0 0.1 0.0 0.1561
C 2.5860 -0.3283 -0.4716 0.0 -0.2 0.3 -0.2720
```
Forces are in eV/Å.

Gap between HOMO and LUMO (spin up / spin down) = 9.22 / 9.22 eV
2S+1 = 1
HOMO energy (spin up / spin down) = -8.52 / -8.52 eV
Lowest unoccupied orbital energy (spin up / spin down) = 0.7 / 0.7 eV
Energy relative to the best compared isomer or geometry (same formula, charge and spin) = 155.3 kcal/mol

=====

This record from OMol25 describes C4H12N2O2 in the gas phase. The level of theory is the ωB97M-V functional and the def2-TZVPD basis.

```
20
Properties=species:S:1:pos:R:3:forces:R:3:nbo_charge:R:1
H -0.5544 -1.0239 2.3423 0.0 0.0 0.0 0.2059
C 0.9522 -0.8874 0.8090 0.3 0.4 0.0 0.0778
H 0.8442 -2.0833 -0.8208 -0.1 0.0 0.1 0.3747
C -1.4443 1.7530 -1.4414 0.4 -0.2 0.2 -0.6477
H -0.7774 2.5133 -1.8456 0.0 0.0 0.0 0.2202
C 0.5289 -0.9041 2.2694 0.2 0.0 -0.1 -0.6221
N 0.3112 0.2822 0.1402 0.9 -0.3 1.4 0.0618
H -1.5057 -0.4113 -1.2385 0.7 -0.1 0.5 0.1905
N 0.6063 -2.1192 0.1635 -0.1 -0.1 0.0 -0.8265
H 1.6581 1.6293 0.3110 0.0 0.0 0.2 0.4484
H 1.0165 -1.7454 2.7667 -0.1 0.1 0.0 0.2223
H -0.3847 -2.3190 0.2633 0.1 0.0 0.0 0.3548
H -2.3987 1.8064 -1.9666 0.0 0.0 0.0 0.2185
O 0.7864 1.4745 0.7185 0.4 0.0 -0.2 -0.5845
H -0.7040 0.1491 -2.6975 -0.5 0.1 -0.4 0.1739
O 0.6922 0.2855 -1.2302 -4.6 0.0 0.8 -0.4490
C -0.8687 0.3729 -1.6470 2.4 0.2 -2.2 -0.0370
H 0.8081 0.0248 2.7630 0.0 -0.1 0.0 0.2303
H -1.6039 1.9520 -0.3836 0.0 0.0 0.0 0.2297
H 2.0377 -0.7493 0.7243 0.1 0.0 0.0 0.1579
```
Forces are in eV/Å.

SMILES = CCON(O)[C@@H](C)N
Gap between HOMO and LUMO = 10.00 eV
2S+1 = 1
HOMO energy = -8.92 eV
Lowest unoccupied orbital energy = 1.1 eV
Energy relative to the best compared isomer or geometry (same formula, charge and spin) = 116.7 kcal/mol

=====

This record from OMol25 describes a molecular structure, C4H12N2O2. The level of theory is the ωB97M-V functional and the def2-TZVPD basis.

```
20
Properties=species:S:1:pos:R:3:forces:R:3:nbo_charge:R:1
H 1.3039 -1.2452 1.8393 0.0 0.2 -0.2 0.2031
H 2.6614 -1.1060 -1.7402 -0.1 0.3 0.2 0.4737
H -2.8841 -0.7616 0.0054 0.1 0.1 0.1 0.1492
O 2.3651 -0.3917 -1.1549 -0.7 -0.3 0.2 -0.6279
C -0.1201 0.7512 -0.4736 -3.7 -1.1 -1.9 0.2869
C 1.9952 -0.8234 1.1034 0.2 0.0 0.1 -0.4336
H 0.6864 2.1017 0.7922 -0.4 0.2 -0.2 0.3912
H -0.6757 -1.2435 0.2365 -0.1 0.1 -0.2 0.2153
H 0.4502 1.2341 -1.2630 -0.2 -0.2 -0.1 0.2097
H 2.1728 0.2354 1.3282 -0.2 0.0 0.0 0.1665
N 1.4974 -1.0941 -0.2303 -1.8 -0.5 -0.4 -0.2025
C -2.8098 0.3052 -0.2615 0.2 0.2 0.3 -0.2480
C -0.1483 -0.7145 -0.5539 5.7 -0.6 1.2 -0.2310
H -0.2155 -1.1213 -1.5561 -0.4 0.2 0.2 0.2328
H -0.9178 1.7373 1.1600 0.1 -0.3 0.0 0.4038
H -2.7161 0.8866 0.6728 -0.1 -0.1 0.0 0.1378
O -1.7713 0.5668 -1.1599 1.2 1.8 0.2 -0.6431
H 2.9572 -1.3295 1.2442 -0.1 0.0 -0.2 0.1943
N -0.0613 1.4242 0.7235 0.1 0.3 0.9 -0.8675
H -3.7696 0.5883 -0.7123 0.2 0.1 0.0 0.1893
```
Forces are in eV/Å.

Gap between HOMO and LUMO = 8.92 eV
2S+1 = 1
HOMO energy = -8.01 eV
Lowest unoccupied orbital energy = 0.9 eV
Energy relative to the best compared isomer or geometry (same formula, charge and spin) = 142.2 kcal/mol

=====

This record from OMol25 describes C4H12N2O4 in the gas phase. The level of theory is the ωB97M-V functional and the def2-TZVPD basis.

```
22
Properties=species:S:1:pos:R:3:forces:R:3:nbo_charge:R:1
O 1.3547 -0.9794 -1.0117 0.0 -0.4 -0.1 -0.7265
H -1.0159 1.3462 -0.8698 -0.1 -0.1 0.1 0.1758
H -2.1548 1.2202 1.1878 0.0 0.0 -0.1 0.4849
C -1.2744 0.4207 -0.3340 0.5 0.0 -0.2 0.0767
C -1.6095 -0.6725 -1.3376 0.1 0.4 0.2 -0.6331
H 0.7049 0.9689 2.1275 -0.1 -0.1 -0.1 0.4957
H 2.0349 -0.8991 1.4034 -0.1 -0.1 -0.1 0.4918
O -0.0570 1.1216 1.5513 -0.1 0.2 0.0 -0.7432
H 2.1524 -0.8862 -1.5471 -0.1 0.0 0.1 0.4830
C -0.0788 0.0842 0.5935 0.0 -0.2 -0.3 0.3296
N 1.5410 1.3197 -0.7716 0.0 0.1 0.0 -0.8558
O -2.4137 0.6251 0.4726 -0.3 0.0 0.2 -0.7267
H -1.9278 -1.5730 -0.8182 0.0 -0.1 0.0 0.2038
H -0.7478 -0.8919 -1.9572 0.0 0.0 -0.1 0.2367
N -0.1956 -1.1834 1.2902 0.0 0.0 -0.1 -0.8788
H 2.5379 1.4513 -0.9065 0.0 0.0 0.1 0.3697
H -1.1311 -1.2562 1.6799 0.1 0.0 0.0 0.3846
O 2.2848 -0.1127 0.8972 0.3 0.2 0.1 -0.7523
H 1.1936 2.0866 -0.2078 0.1 0.0 0.0 0.3862
H -2.4327 -0.3306 -1.9575 -0.1 0.0 -0.1 0.2211
H -0.0693 -1.9370 0.6232 -0.1 -0.1 0.0 0.3802
C 1.3040 0.0775 -0.1079 0.0 0.3 0.2 0.5964
```
Forces are in eV/Å.

SMILES = C[C@@H](O)[C@](N)(O)C(N)(O)O
Gap between HOMO and LUMO = 10.40 eV
2S+1 = 1
HOMO energy = -9.76 eV
Lowest unoccupied orbital energy = 0.6 eV
Energy relative to the best compared isomer or geometry (same formula, charge and spin) = 13.6 kcal/mol

=====

This record from OMol25 describes 2 unconnected molecules or ions with the total composition C4H12N2O4. The level of theory is the ωB97M-V functional and the def2-TZVPD basis.

```
22
Properties=species:S:1:pos:R:3:forces:R:3:nbo_charge:R:1
H 0.7509 0.6514 -1.9751 -0.1 0.0 -0.1 0.2350
H -2.1017 -1.8307 -0.2708 -0.1 0.1 0.2 0.4191
H 3.1564 -1.4806 0.1244 -0.1 0.1 0.1 0.1927
N -1.4407 -1.0885 -0.0412 0.0 -0.9 -0.9 -0.6928
O -2.1628 1.1989 1.4513 -0.4 -0.5 -0.9 -0.6407
H -0.3626 -1.3668 -1.8270 0.0 -0.2 0.2 0.2052
O -0.6850 0.7228 2.9563 0.0 -0.2 -0.1 -0.5457
H 2.9900 -0.8841 -1.5142 -0.3 -0.2 -0.1 0.1858
N -1.4722 1.5499 2.4568 0.4 0.0 0.5 0.7160
O 2.2698 0.3673 -0.0644 -0.4 -0.3 -0.2 -0.5308
H -1.7327 -0.3051 -1.9596 -0.1 0.1 0.1 0.2214
O -1.5824 2.6837 2.9041 -0.1 -0.1 -0.1 -0.4564
H -0.5365 1.5596 -1.2510 0.0 0.1 0.3 0.2427
H -0.7032 -1.5293 0.5072 -0.1 0.4 0.4 0.4332
C 0.0497 0.6505 -1.1390 -0.1 -0.3 0.1 -0.4663
C -0.8873 -0.5563 -1.3228 0.5 0.3 -0.5 -0.2190
C 2.4811 -0.9461 -0.5500 0.7 0.2 0.3 -0.2547
H -1.9181 -0.3491 0.4999 0.1 1.0 1.1 0.4906
H 0.5157 0.0903 0.9824 -0.1 0.1 -0.1 0.1855
H 1.5672 -1.5410 -0.6181 -0.1 0.1 -0.1 0.1375
C 0.9042 0.6874 0.1494 0.1 0.4 -0.1 -0.0843
H 0.9004 1.7160 0.5015 0.1 0.0 0.2 0.2260
```
Forces are in eV/Å.

Gap between HOMO and LUMO = 8.01 eV
2S+1 = 1
HOMO energy = -8.39 eV
Lowest unoccupied orbital energy = -0.4 eV
Energy relative to the best compared isomer or geometry (same formula, charge and spin) = 145.8 kcal/mol

=====

This record from OMol25 describes C4H12N2OS in the gas phase. The level of theory is the ωB97M-V functional and the def2-TZVPD basis.

```
20
Properties=species:S:1:pos:R:3:forces:R:3:nbo_charge:R:1
H 0.5414 -0.8369 2.6470 0.0 0.0 -0.1 0.1225
H 1.1727 2.5852 1.5913 0.0 0.2 0.0 0.3671
C 0.8973 1.2247 0.0809 -0.6 -0.6 -0.6 -0.2392
H 1.8776 0.8493 0.3694 0.1 0.1 0.2 0.1869
C -0.0720 -0.0025 0.0441 0.4 -0.1 0.1 -0.0758
N 0.5293 -1.2422 0.5442 -0.1 -0.2 -0.3 -0.6479
H 0.2524 -0.6736 -1.9645 0.2 -0.2 -0.1 0.2090
H -1.1430 2.0850 -1.5615 0.1 -0.1 0.1 0.1104
N 0.4553 2.2986 0.9465 0.0 -0.2 0.4 -0.8513
H 0.9987 1.5456 -0.9574 0.2 0.2 0.0 0.1873
C -0.5745 -0.3171 -1.3639 -0.2 0.4 -0.2 -0.4947
H -0.9273 0.1864 0.6897 -0.1 0.4 0.0 0.2080
C 0.2086 -1.5886 1.9055 0.4 0.2 0.3 0.1126
H -1.3342 -1.0891 -1.3151 0.1 -0.2 0.1 0.2296
H 1.6987 -2.7981 2.2718 -0.3 0.0 0.1 0.4603
S -1.3523 1.0244 -2.3510 -0.1 0.1 0.1 -0.0654
H -0.8668 -1.6856 1.9792 -0.3 0.1 0.1 0.1688
O 0.7316 -2.8437 2.2578 0.3 -0.2 -0.1 -0.7049
H 1.5224 -1.3235 0.3498 -0.1 0.2 0.1 0.3526
H 0.0862 3.1000 0.4623 0.1 0.1 -0.1 0.3643
```
Forces are in eV/Å.

SMILES = NC[C@@H](CS)NCO
Gap between HOMO and LUMO = 9.41 eV
2S+1 = 1
HOMO energy = -8.73 eV
Lowest unoccupied orbital energy = 0.7 eV
Energy relative to the best compared isomer or geometry (same formula, charge and spin) = 33.6 kcal/mol

=====

This record from OMol25 describes C4H12N2OS in the gas phase. The level of theory is the ωB97M-V functional and the def2-TZVPD basis.

```
20
Properties=species:S:1:pos:R:3:forces:R:3:nbo_charge:R:1
H -1.4852 1.5256 -1.0220 0.3 0.5 -0.3 0.2204
H 0.5915 -0.2652 -2.8590 0.1 0.0 0.0 0.1185
H 2.0109 -2.1243 0.3210 0.0 0.1 0.2 0.3596
S 0.3124 1.0253 -2.6419 -0.6 0.2 0.1 -0.0365
C -0.8807 0.6625 -1.2934 0.5 -0.2 0.2 -0.5073
H -1.2497 1.3928 1.0170 -0.6 0.4 0.1 0.3568
N 1.4923 -1.7376 -0.4521 0.0 -0.1 -0.1 -0.8527
C -0.1125 0.1529 -0.0602 -0.5 -0.6 0.3 -0.0824
H 1.5441 -2.4280 -1.1888 -0.1 0.0 0.0 0.3591
C 0.1054 -1.3896 -0.0911 1.1 0.7 -0.6 -0.2242
H 0.9012 0.1122 2.2039 0.0 0.1 0.0 0.1425
H -0.5342 -1.8024 -0.8719 -0.3 -0.2 0.4 0.1888
N -0.8720 0.4792 1.1652 0.4 0.3 -0.3 -0.6440
H 0.0002 1.5391 2.7865 0.1 0.0 -0.1 0.1706
H -0.9894 -1.0768 3.1759 0.2 0.4 -0.3 0.4693
H 0.8670 0.6350 -0.0805 0.1 0.0 0.1 0.1951
H -0.1282 -1.7628 0.8991 -0.4 -0.3 0.0 0.1840
C -0.0976 0.5269 2.3966 -0.1 -0.8 -0.3 0.0911
H -1.6017 -0.0447 -1.6822 -0.1 -0.3 0.1 0.2170
O -0.7308 -0.1818 3.4355 -0.1 -0.1 0.6 -0.7257
```
Forces are in eV/Å.

SMILES = NC[C@@H](CS)NCO
Gap between HOMO and LUMO = 9.70 eV
2S+1 = 1
HOMO energy = -8.93 eV
Lowest unoccupied orbital energy = 0.8 eV
Energy relative to the best compared isomer or geometry (same formula, charge and spin) = 32.0 kcal/mol

=====

This record from OMol25 describes a gas-phase ion, C4H12N2P (charge +1). The level of theory is the ωB97M-V functional and the def2-TZVPD basis.

```
19
Properties=species:S:1:pos:R:3:forces:R:3:nbo_charge:R:1
H 1.7166 2.1001 -2.5860 -0.2 0.1 -0.2 -0.0377
C -0.4673 -0.3347 0.6225 -1.9 -0.6 0.2 0.1201
H -1.5103 -0.2107 0.1915 0.5 0.1 0.2 0.2213
H -1.4480 0.4555 -2.8140 0.1 0.0 0.0 0.2228
H 1.5759 -2.0992 1.3752 0.0 0.0 -0.1 0.2187
H -1.0083 -0.9193 2.5502 -0.1 0.0 -0.1 0.2610
H 1.7660 0.1717 -1.6829 0.2 -0.4 -0.1 0.0001
C -0.4212 -1.3418 1.7281 0.6 -0.2 0.4 -0.4432
H 0.9734 -2.3284 3.0151 0.1 0.0 0.0 0.2422
H -1.9650 0.5153 -1.1036 0.2 0.4 -0.6 0.2264
H 1.5076 -0.7297 2.4882 0.0 0.0 0.1 0.2213
C 1.0005 -1.6392 2.1747 -0.1 -0.1 0.2 -0.6133
N -0.3750 1.7450 -1.5257 0.4 -0.2 1.3 -0.5586
P 1.1992 1.4101 -1.4809 0.7 0.6 -0.8 1.1318
C -1.5304 1.1294 -1.9567 -1.1 -0.5 -0.2 -0.4472
H -0.9332 -2.2481 1.3957 -0.1 0.1 -0.1 0.2537
H 1.7822 2.0880 -0.4460 0.4 0.2 0.2 0.0283
H -2.2965 1.8966 -2.1125 0.0 -0.2 -0.1 0.2617
N 0.4338 0.3394 0.1672 0.1 0.6 -0.3 -0.3091
```
Forces are in eV/Å.

Gap between HOMO and LUMO (spin up / spin down) = 8.63 / 9.04 eV
2S+1 = 1
Charge = +1
HOMO energy (spin up / spin down) = -14.65 / -14.97 eV
Lowest unoccupied orbital energy (spin up / spin down) = -6.0 / -5.9 eV
Energy relative to the best compared isomer or geometry (same formula, charge and spin) = 97.5 kcal/mol

=====

This record from OMol25 describes a molecular structure, C4H12N2S. The level of theory is the ωB97M-V functional and the def2-TZVPD basis.

```
19
Properties=species:S:1:pos:R:3:forces:R:3:nbo_charge:R:1
H -0.8991 1.1944 -0.5249 1.3 0.1 0.3 0.3177
N -1.8450 0.3378 -0.7417 -0.4 -1.0 -1.8 -0.7177
H -2.5556 0.0361 -0.0660 0.4 0.2 -0.3 0.3805
S 0.6502 1.9127 -0.3069 -1.0 0.3 -0.3 -0.4004
H 1.8634 -1.2966 1.2739 -1.0 1.0 0.0 0.1877
H 1.3417 0.1440 3.3676 -0.5 -0.2 1.0 0.2036
H 0.1970 -0.4669 1.3672 0.7 -0.2 -0.1 0.1847
H -3.4380 -1.6801 -1.7449 -0.5 -0.2 0.9 0.4007
H 1.5498 1.6159 2.3002 -0.1 -1.4 0.4 0.2311
C 1.2971 -0.2986 1.2703 -0.1 -1.3 -0.4 -0.4026
C 1.5777 0.3775 -0.0828 -0.6 -0.7 -0.2 -0.5215
H -1.1605 0.0207 -2.6956 -0.1 0.0 0.7 0.2092
C -1.8622 -0.2703 -1.8996 -1.5 0.1 1.2 0.3530
C 1.7577 0.5085 2.4671 1.9 1.9 -1.3 -0.6218
H -2.5271 -1.6894 -3.1648 -0.3 0.0 0.1 0.3992
H 2.8832 0.4625 2.5555 -1.0 -0.1 0.0 0.1915
H 2.6483 0.5689 -0.0864 0.1 0.2 -0.4 0.2053
H 1.3130 -0.2712 -0.9703 0.5 0.3 1.1 0.1881
N -2.7917 -1.2061 -2.3180 2.2 1.2 -0.9 -0.7882
```
Forces are in eV/Å.

Gap between HOMO and LUMO = 7.30 eV
2S+1 = 1
HOMO energy = -7.03 eV
Lowest unoccupied orbital energy = 0.3 eV
Energy relative to the best compared isomer or geometry (same formula, charge and spin) = 25.7 kcal/mol